(1)
A cluster of 2 separate species, CH6NO2 in total in a non-equilibrium geometry, computed with wB97M-V/def2-TZVPD.

Structure (XYZ):
```
10
Properties=species:S:1:pos:R:3:forces:R:3:lowdin_spin:R:1
O 2.518 0.375 0.713 -0.4 -0.4 -0.2 0.011
H 2.368 0.159 1.640 0.1 0.0 -0.1 0.000
N -0.241 0.763 0.077 -0.4 -0.4 -0.8 0.785
C -1.179 -0.252 -0.256 -1.3 -0.8 -1.4 0.104
O -1.051 -0.926 -1.614 1.3 1.7 2.7 0.013
H 1.667 0.152 0.277 0.6 0.5 0.3 0.001
H -0.633 1.460 0.731 0.0 -0.6 -0.3 0.023
H -1.115 -1.041 0.512 0.1 0.0 0.0 0.045
H -2.224 0.054 -0.334 0.0 0.4 0.5 0.017
H -0.108 -0.744 -1.746 0.0 -0.4 -0.8 0.001
```
Forces are in eV/Å.

Summary:
HOMO-LUMO gap (alpha / beta) in Ha: 0.416 / 0.348
2S+1: 2
Expectation value of S²: 0.754
E_tot in eV: -6716.8150

(2)
A cluster of 5 separate species, C16H38F7N2O12S4 in total, computed with wB97M-V/def2-TZVPD.

Structure (XYZ):
```
79
Properties=species:S:1:pos:R:3:forces:R:3:lowdin_charge:R:1
C 5.106 0.877 -0.474 0.1 -0.1 0.0 0.071
N 4.287 1.063 -1.724 0.0 0.2 0.3 -0.072
N 3.948 2.440 -1.876 0.3 0.0 -0.1 0.156
C 3.152 0.065 -1.872 0.2 0.0 0.1 -0.421
F 3.765 -1.111 -1.939 -0.1 -0.1 -0.1 0.199
F 2.585 0.346 -3.033 -0.1 0.0 -0.2 0.204
C 2.076 -0.016 -0.737 0.0 0.1 -0.1 -0.342
F 1.213 -0.928 -1.181 0.0 0.0 0.0 0.203
F 2.687 -0.465 0.368 -0.1 0.0 0.1 0.163
C 1.269 1.275 -0.376 -0.4 0.0 0.2 -0.516
F 0.132 0.906 0.195 0.6 0.3 -0.2 0.206
F 1.006 1.984 -1.486 0.1 -0.2 0.4 0.176
F 1.977 2.043 0.484 -0.2 -0.3 -0.6 0.159
H 5.944 1.565 -0.556 0.0 0.0 0.0 0.123
H 4.487 1.103 0.391 0.0 0.1 -0.1 0.106
H 5.450 -0.154 -0.434 0.0 0.0 0.0 0.119
H 4.913 0.848 -2.509 -0.1 -0.1 -0.1 0.208
H 3.618 2.811 -0.995 -0.2 0.0 0.0 0.109
H 3.275 2.558 -2.624 -0.1 0.0 0.0 0.122
O 0.638 6.809 3.144 0.1 0.0 0.0 -0.276
S -0.366 6.003 3.771 -0.1 0.0 -0.1 0.570
O 0.007 4.739 4.328 0.0 0.0 0.0 -0.277
O -1.555 5.791 2.732 0.0 0.0 0.1 -0.258
C -1.189 5.314 1.423 0.2 0.0 -0.4 -0.247
C -0.816 3.846 1.424 0.0 -0.1 0.2 -0.076
C -1.255 6.937 4.961 0.0 0.0 0.0 -0.116
H -0.383 5.939 1.035 0.0 0.0 0.1 0.113
H -2.067 5.490 0.806 -0.1 0.0 0.1 0.124
H 0.079 3.657 2.015 0.0 0.1 0.0 0.065
H -0.642 3.499 0.405 -0.1 0.1 -0.1 0.064
H -1.626 3.258 1.857 0.0 0.0 -0.1 0.092
H -1.553 7.882 4.517 0.0 0.0 0.0 0.079
H -0.576 7.100 5.794 0.0 0.0 0.0 0.081
H -2.117 6.358 5.283 0.0 0.0 0.0 0.079
O 5.538 -5.132 -0.908 0.0 0.0 -0.1 -0.283
S 5.315 -5.535 0.450 0.0 0.1 0.1 0.571
O 4.364 -6.559 0.733 0.0 0.0 0.0 -0.261
O 4.965 -4.226 1.291 0.0 -0.1 0.1 -0.260
C 3.869 -3.425 0.804 -0.2 0.4 -0.1 -0.273
C 2.496 -3.983 1.102 0.1 -0.2 0.0 -0.065
C 6.841 -5.915 1.233 0.0 0.0 0.0 -0.118
H 4.005 -3.264 -0.269 0.0 -0.1 0.0 0.099
H 3.999 -2.465 1.303 0.1 -0.1 0.1 0.106
H 2.314 -4.917 0.576 0.0 0.0 0.0 0.079
H 1.738 -3.268 0.782 0.0 0.0 0.0 0.053
H 2.371 -4.171 2.168 0.0 0.1 0.0 0.097
H 7.552 -5.119 1.033 0.0 0.0 0.0 0.075
H 7.182 -6.853 0.801 0.0 0.0 0.0 0.081
H 6.664 -6.033 2.298 0.0 0.0 0.0 0.079
O -2.564 -4.877 1.634 0.0 0.0 0.1 -0.259
S -1.977 -4.440 0.407 -0.1 0.1 -0.1 0.570
O -0.594 -4.064 0.386 0.1 0.0 0.0 -0.287
O -2.840 -3.242 -0.179 0.0 0.0 -0.1 -0.267
C -3.144 -2.143 0.715 -0.2 0.4 0.3 -0.233
C -1.945 -1.263 1.003 0.1 -0.1 -0.1 -0.072
C -2.283 -5.606 -0.871 0.0 0.0 0.0 -0.116
H -3.584 -2.537 1.632 0.1 -0.1 0.0 0.120
H -3.906 -1.565 0.198 0.0 -0.1 -0.1 0.100
H -1.183 -1.794 1.571 0.0 0.0 0.0 0.074
H -2.269 -0.397 1.580 0.0 0.0 0.0 0.088
H -1.499 -0.919 0.069 -0.1 0.0 0.0 0.066
H -3.338 -5.864 -0.865 0.0 0.0 0.0 0.078
H -1.673 -6.478 -0.644 0.0 0.0 0.0 0.081
H -1.984 -5.172 -1.821 0.0 0.0 0.0 0.075
O -4.793 0.647 -0.956 0.1 0.0 0.1 -0.287
S -4.859 0.512 -2.382 -0.3 -0.1 -0.1 0.556
O -3.712 0.857 -3.165 0.1 0.0 0.0 -0.282
O -6.132 1.286 -2.914 0.1 -0.1 -0.1 -0.260
C -6.296 2.676 -2.534 -0.1 0.3 0.1 -0.239
C -5.369 3.608 -3.283 0.1 -0.1 0.0 -0.071
C -5.385 -1.111 -2.804 0.0 0.0 0.0 -0.113
H -6.177 2.760 -1.454 0.0 -0.1 0.0 0.115
H -7.335 2.889 -2.773 0.0 -0.1 0.0 0.125
H -4.326 3.434 -3.021 0.0 0.0 0.0 0.068
H -5.620 4.639 -3.034 0.0 0.0 0.0 0.083
H -5.473 3.472 -4.358 0.0 0.0 0.0 0.087
H -6.266 -1.360 -2.220 0.0 0.0 0.0 0.081
H -4.560 -1.778 -2.561 0.0 0.0 0.0 0.070
H -5.595 -1.142 -3.870 0.0 0.0 0.0 0.079
```
Forces are in eV/Å.

Summary:
HOMO-LUMO gap in Ha: 0.354
Total charge: +1
E_tot in eV: -107112.6407

(3)
A structure of composition C3H2NO3 in a non-equilibrium geometry, computed with wB97M-V/def2-TZVPD.

Structure (XYZ):
```
9
Properties=species:S:1:pos:R:3:forces:R:3:nbo_charge:R:1
C -1.091 -0.729 -0.454 -0.7 -0.2 -0.9 0.478
C 0.974 -0.496 0.088 -0.3 1.6 -0.1 0.589
C 0.407 1.056 0.366 0.4 -2.6 -0.1 0.356
N 0.030 -1.366 -0.466 1.9 -0.3 1.0 -0.680
O 0.810 1.970 -0.331 0.1 0.5 0.5 -0.688
O 2.129 -0.756 0.343 0.0 -0.2 0.0 -0.627
O -1.250 0.480 -0.229 -1.2 1.5 0.5 -0.621
H -1.969 -1.269 -0.731 -0.9 -0.8 -0.3 0.104
H -0.040 1.111 1.414 0.6 0.5 -0.7 0.088
```
Forces are in eV/Å.

Summary:
HOMO-LUMO gap in Ha: 0.294
Total charge: -1
E_tot in eV: -10776.5354

(4)
A cluster of 7 separate species, C39H88N4O7 in total in a non-equilibrium geometry, computed with wB97M-V/def2-TZVPD.

Structure (XYZ):
```
138
Properties=species:S:1:pos:R:3:forces:R:3:lowdin_charge:R:1
C -1.208 0.222 4.105 -0.8 -0.4 -0.6 -0.018
C -0.224 -0.882 4.494 0.5 0.5 -0.5 -0.505
C 0.451 -1.473 3.258 -0.7 0.5 -1.1 -0.039
C 0.921 -0.198 5.312 -0.6 -0.8 0.6 -0.120
C 0.481 0.242 6.725 -0.4 -1.3 -0.5 -0.157
C -0.062 -1.002 7.442 0.2 0.0 -0.7 -0.141
C -1.148 -1.767 6.637 0.2 -0.7 1.3 -0.513
C -1.186 -3.148 7.300 -1.1 -0.8 -0.3 -0.056
C -2.486 -1.086 6.852 -0.9 0.5 -0.6 -0.038
N -0.781 -2.009 5.231 1.7 0.8 1.4 -0.113
O -1.758 -2.717 4.522 -0.6 0.3 0.0 -0.007
H -0.726 0.985 3.496 0.2 0.0 0.0 0.057
H -2.012 -0.198 3.490 0.0 0.0 0.1 0.091
H -1.676 0.713 4.955 0.1 0.0 0.1 0.066
H 0.718 -0.697 2.532 0.5 0.2 0.5 0.056
H 1.310 -2.088 3.517 0.0 0.0 0.0 0.088
H -0.231 -2.035 2.613 -0.2 -0.4 0.5 0.083
H 1.683 -0.979 5.371 0.4 0.3 0.2 0.116
H 1.257 0.651 4.720 0.2 -0.1 -0.1 0.111
H 1.286 0.633 7.343 0.1 0.4 -0.3 0.109
H -0.334 0.951 6.590 0.2 0.4 0.4 0.095
H -0.482 -0.750 8.418 -0.2 0.1 -0.1 0.120
H 0.741 -1.707 7.677 0.2 0.1 -0.3 0.115
H -1.386 -3.087 8.370 0.4 0.1 0.1 0.086
H -0.308 -3.753 7.072 0.3 0.3 0.2 0.088
H -2.033 -3.742 6.929 0.0 0.2 -0.1 0.081
H -2.993 -1.365 7.777 0.2 -0.4 0.0 0.085
H -3.121 -1.347 6.000 -0.2 0.1 0.2 0.086
H -2.439 0.004 6.913 0.3 0.0 -0.2 0.073
H -1.512 -3.637 4.665 0.0 0.0 -0.2 0.107
C -3.193 -4.008 0.644 0.0 1.0 -0.1 -0.019
C -3.924 -4.122 -0.723 -0.7 -1.0 1.3 -0.526
C -4.154 -5.614 -0.956 1.1 -1.0 -0.3 -0.045
C -5.317 -3.538 -0.557 -1.6 1.7 1.1 -0.148
C -5.358 -1.988 -0.546 0.4 -1.4 0.0 -0.177
C -4.765 -1.528 -1.866 -0.3 0.9 1.0 -0.143
C -3.349 -2.058 -2.125 -0.1 1.0 0.2 -0.499
C -3.062 -1.824 -3.612 0.2 0.0 0.0 -0.031
C -2.330 -1.234 -1.315 1.3 0.1 0.1 -0.032
N -3.250 -3.478 -1.814 -1.1 -0.2 -1.3 -0.103
O -2.037 -4.067 -2.210 -0.1 0.2 1.0 0.006
H -2.166 -4.374 0.587 0.0 0.0 0.0 0.075
H -3.189 -2.953 0.932 0.4 0.0 0.0 0.063
H -3.700 -4.497 1.476 -0.1 -0.4 -0.3 0.085
H -4.696 -6.096 -0.141 -0.5 0.5 -0.1 0.085
H -4.607 -5.825 -1.925 -0.2 0.1 0.1 0.089
H -3.221 -6.192 -0.916 0.2 0.4 -0.3 0.080
H -6.095 -3.874 -1.248 0.5 -0.3 -0.5 0.121
H -5.741 -3.775 0.426 0.4 -0.7 0.0 0.118
H -6.358 -1.600 -0.341 -0.2 -0.2 -0.4 0.110
H -4.811 -1.684 0.354 0.4 0.4 -0.4 0.099
H -4.755 -0.435 -1.766 0.5 0.0 -0.6 0.121
H -5.425 -1.753 -2.705 -0.1 -0.3 0.1 0.119
H -3.775 -2.314 -4.276 0.1 -0.5 0.2 0.086
H -2.045 -2.167 -3.800 -0.1 0.1 -0.4 0.066
H -3.180 -0.766 -3.858 0.4 0.1 0.2 0.084
H -2.486 -1.161 -0.236 -0.4 -0.3 0.0 0.073
H -2.133 -0.205 -1.638 -0.6 0.0 -0.4 0.080
H -1.341 -1.692 -1.444 -0.1 -0.2 0.2 0.057
H -1.497 -4.027 -1.401 0.5 0.0 -0.3 0.070
C 0.671 3.464 2.341 0.8 -0.1 -0.3 -0.031
C 0.600 3.331 0.806 -0.7 1.6 -0.1 -0.482
C 0.122 1.940 0.420 1.2 -1.2 1.5 -0.035
C -0.553 4.332 0.374 1.3 0.1 0.3 -0.119
C -0.106 5.795 0.310 1.2 -0.8 -0.7 -0.161
C 1.082 5.807 -0.668 -1.0 0.5 -0.2 -0.162
C 2.278 4.979 -0.274 1.1 -0.8 1.1 -0.515
C 3.201 4.909 -1.489 0.7 -0.2 -0.5 -0.031
C 3.048 5.624 0.910 -0.9 0.5 0.0 -0.011
N 1.855 3.623 0.099 -1.3 0.1 -1.7 -0.108
O 2.970 2.825 0.422 -0.4 -0.1 0.7 -0.006
H 0.819 4.499 2.651 -0.2 0.0 -0.1 0.069
H -0.255 3.098 2.778 0.1 -0.1 0.2 0.072
H 1.550 2.926 2.707 -0.2 -0.2 0.2 0.083
H 0.734 1.274 1.051 0.1 -0.1 -0.1 0.066
H -0.877 1.675 0.771 -0.3 0.4 -0.4 0.103
H 0.341 1.624 -0.599 -0.4 0.5 -0.3 0.071
H -0.885 4.061 -0.628 -0.4 -0.2 0.1 0.116
H -1.284 4.194 1.168 -0.6 -0.1 -0.5 0.113
H -0.853 6.427 -0.168 -0.3 0.1 0.5 0.111
H 0.229 6.178 1.274 -0.4 0.1 0.1 0.105
H 1.394 6.838 -0.856 0.2 0.0 0.1 0.119
H 0.676 5.468 -1.627 0.2 -0.2 -0.1 0.121
H 3.240 5.886 -1.975 -0.2 -0.1 -0.2 0.087
H 2.899 4.127 -2.190 -0.5 0.3 -0.1 0.066
H 4.249 4.656 -1.303 -0.1 0.0 0.6 0.079
H 2.923 6.707 0.825 0.6 0.1 0.0 0.084
H 4.088 5.315 0.956 0.0 0.1 -0.1 0.078
H 2.574 5.383 1.862 0.1 -0.2 -0.1 0.065
H 2.784 1.961 0.020 0.4 0.2 -0.1 0.062
C -0.681 1.467 -6.819 -0.4 -0.9 -1.4 -0.051
C 0.540 1.353 -5.944 0.9 0.7 1.1 -0.518
C 1.823 1.811 -6.662 -1.0 0.4 -1.2 -0.025
C 0.278 2.310 -4.750 1.7 0.5 0.6 -0.118
C 1.223 2.037 -3.544 -1.9 0.0 -0.3 -0.172
C 1.199 0.562 -3.133 1.2 1.9 0.1 -0.137
C 1.473 -0.398 -4.278 0.6 -0.4 0.1 -0.490
C 2.992 -0.472 -4.581 0.0 0.5 0.0 -0.021
C 1.068 -1.786 -3.740 -0.4 -0.1 0.1 -0.016
N 0.676 -0.017 -5.438 -1.3 -0.4 0.7 -0.093
O 0.865 -0.953 -6.505 -0.2 0.7 0.2 -0.015
H -1.528 0.884 -6.447 0.0 0.3 0.5 0.088
H -0.980 2.502 -6.975 0.0 0.0 0.1 0.089
H -0.521 1.032 -7.815 0.2 0.2 0.0 0.085
H 1.565 2.615 -7.364 0.0 0.2 0.3 0.084
H 2.577 2.198 -5.986 0.2 -0.3 0.0 0.069
H 2.148 1.034 -7.356 0.4 -0.2 0.5 0.083
H 0.649 3.313 -4.988 -0.6 0.0 -0.9 0.116
H -0.775 2.430 -4.501 0.0 -0.5 0.2 0.115
H 2.189 2.493 -3.767 0.3 -0.6 -0.1 0.094
H 0.852 2.636 -2.704 0.1 0.0 0.1 0.091
H 0.270 0.361 -2.603 -0.1 -0.2 -0.2 0.102
H 2.020 0.570 -2.408 -0.1 -1.0 0.2 0.103
H 3.505 0.488 -4.690 -0.4 0.2 0.1 0.071
H 3.170 -0.982 -5.528 0.0 -0.4 0.2 0.085
H 3.465 -0.974 -3.737 0.2 -0.2 -0.2 0.067
H 1.848 -2.128 -3.058 0.1 -0.2 -0.2 0.073
H 0.867 -2.534 -4.506 0.3 0.1 -0.1 0.087
H 0.182 -1.748 -3.103 -0.2 0.2 -0.2 0.055
H -0.059 -1.060 -6.763 0.2 -0.5 -0.2 0.098
C 3.816 -0.616 1.821 -0.7 -0.3 -0.1 -0.053
C 4.541 -0.508 0.481 -0.3 0.0 0.5 -0.439
C 4.878 -1.875 -0.125 1.3 -0.4 1.5 -0.035
O 3.709 0.225 -0.432 -0.1 0.1 0.1 -0.093
H 3.403 0.336 2.161 0.3 0.2 -0.2 0.082
H 4.505 -0.973 2.586 0.1 0.0 -0.1 0.091
H 2.965 -1.302 1.803 0.1 -0.1 -0.1 0.060
H 5.404 0.100 0.768 0.4 -0.1 -0.7 0.140
H 5.045 -2.549 0.727 -0.6 -0.2 -0.1 0.081
H 5.882 -1.978 -0.549 -0.2 0.6 -0.7 0.078
H 4.126 -2.294 -0.786 -0.2 0.2 0.0 0.078
H 4.180 0.298 -1.270 -0.1 0.0 0.0 0.105
O 0.632 -3.765 -0.154 0.2 0.0 0.2 -0.069
H 1.333 -4.111 -0.716 -0.1 0.0 0.0 0.035
H 0.955 -2.893 0.143 -0.4 -0.1 -0.3 -0.006
O 1.037 -1.033 -0.057 0.2 0.2 0.1 -0.060
H 1.934 -0.664 -0.009 -0.1 0.0 -0.3 0.017
H 0.461 -0.260 0.012 0.0 -0.4 0.0 0.008
```
Forces are in eV/Å.

Summary:
HOMO-LUMO gap in Ha: 0.300
SMILES string: CC1(C)CCCC(C)(C)N1O.CC1(C)CCCC(C)(C)N1O.CC1(C)CCCC(C)(C)N1O.CC1(C)CCCC(C)(C)N1O.CC(C)O.O.O
E_tot in eV: -62157.7677

(5)
An isolated molecule of C24H34N4O2, computed with wB97M-V/def2-TZVPD.

Structure (XYZ):
```
64
Properties=species:S:1:pos:R:3:forces:R:3:nbo_charge:R:1
C -3.007 -0.483 2.143 0.2 0.2 -0.2 -0.637
C -1.934 0.158 1.257 -0.1 -0.1 0.1 -0.208
N -2.196 1.510 0.799 -0.1 0.1 0.1 -0.483
C -2.069 2.524 1.836 0.3 0.1 0.0 -0.215
C -0.628 3.016 1.951 -0.3 0.0 0.1 -0.606
C -3.393 1.643 -0.016 0.0 0.3 -0.1 -0.219
C -3.195 2.709 -1.101 0.0 -0.4 0.0 -0.411
C -2.398 2.173 -2.291 -0.2 0.2 -0.2 -0.226
N -1.190 1.496 -1.877 0.0 0.2 -0.1 -0.618
C -0.983 0.189 -2.179 0.4 0.5 0.1 0.674
O -1.705 -0.439 -2.929 -0.2 -0.4 -0.1 -0.634
C 0.251 -0.376 -1.559 0.4 0.2 0.0 -0.211
C 1.413 0.332 -1.585 -0.7 0.0 -0.2 0.051
N 2.587 -0.132 -1.076 -0.1 -0.2 0.0 -0.389
C 3.778 0.692 -1.149 0.6 0.1 0.4 -0.210
C 4.019 1.481 0.147 0.0 0.1 -0.2 -0.227
C 5.349 2.221 0.050 -0.2 -0.2 0.1 -0.603
C 2.876 2.455 0.420 0.2 -0.3 0.0 -0.613
C 2.722 -1.361 -0.441 0.1 0.0 0.0 0.614
O 3.808 -1.703 0.020 0.1 -0.1 0.1 -0.661
C 1.501 -2.115 -0.406 -0.7 0.3 -0.4 0.045
C 0.296 -1.664 -0.960 0.7 -0.1 0.2 0.015
C -0.671 -2.686 -0.714 0.1 -0.4 0.2 -0.052
C -2.024 -2.843 -1.015 -0.1 -0.1 0.0 -0.186
C -2.663 -3.987 -0.594 -0.2 0.1 -0.1 -0.247
C -1.982 -4.982 0.114 0.1 -0.1 0.1 -0.193
C -0.643 -4.863 0.411 0.0 -0.2 0.1 -0.252
C 0.012 -3.708 -0.007 -0.4 0.3 -0.2 0.154
N 1.319 -3.347 0.164 0.0 0.1 0.0 -0.322
C 2.315 -4.143 0.825 0.3 -0.3 0.2 -0.423
H -3.155 0.082 3.061 -0.1 0.0 0.1 0.199
H -2.697 -1.491 2.406 0.0 -0.1 0.1 0.221
H -3.956 -0.543 1.616 -0.1 0.0 0.0 0.204
H -1.801 -0.466 0.370 0.1 0.0 0.1 0.200
H -0.983 0.172 1.796 0.1 -0.1 -0.1 0.193
H -2.401 2.150 2.814 -0.1 0.1 0.0 0.175
H -2.709 3.372 1.580 0.0 -0.1 0.0 0.193
H -0.295 3.442 1.008 0.1 0.0 -0.1 0.198
H -0.555 3.779 2.722 0.1 0.1 0.1 0.209
H 0.038 2.198 2.214 0.1 -0.1 0.0 0.204
H -3.587 0.684 -0.502 -0.1 -0.1 0.0 0.205
H -4.276 1.897 0.591 0.0 -0.1 0.0 0.178
H -2.673 3.565 -0.671 -0.1 0.1 0.1 0.195
H -4.165 3.052 -1.462 0.0 0.1 0.0 0.214
H -2.140 3.000 -2.965 -0.1 -0.1 0.0 0.191
H -2.986 1.442 -2.852 0.1 0.1 0.0 0.231
H -0.727 1.880 -1.067 0.0 -0.3 0.0 0.415
H 1.464 1.302 -2.056 0.0 0.1 0.0 0.217
H 3.686 1.375 -1.996 -0.1 0.0 0.0 0.198
H 4.626 0.021 -1.312 -0.1 0.1 -0.1 0.239
H 4.076 0.758 0.967 0.0 0.0 -0.1 0.218
H 5.544 2.769 0.968 0.1 0.1 0.1 0.213
H 5.332 2.930 -0.776 0.0 0.1 -0.1 0.199
H 6.165 1.521 -0.112 0.2 0.0 0.0 0.214
H 3.052 2.990 1.350 0.0 0.1 0.1 0.216
H 1.929 1.927 0.506 -0.2 0.0 0.0 0.210
H 2.798 3.186 -0.384 0.0 0.1 -0.1 0.197
H -2.544 -2.095 -1.590 0.0 0.1 0.0 0.242
H -3.710 -4.128 -0.817 -0.1 0.0 0.0 0.213
H -2.519 -5.866 0.427 0.0 -0.1 0.0 0.212
H -0.118 -5.639 0.947 0.0 -0.1 0.1 0.217
H 2.438 -5.100 0.312 0.0 0.0 0.0 0.199
H 3.258 -3.601 0.808 -0.1 -0.1 0.0 0.266
H 2.023 -4.334 1.861 0.0 0.0 0.0 0.197
```
Forces are in eV/Å.

Summary:
HOMO-LUMO gap in Ha: 0.300
SMILES string: CCN(CC)CCCNC(=O)c1cn(CC(C)C)c(=O)c2c1c1ccccc1n2C
E_tot in eV: -35497.1785

(6)
A structure of composition C4H6ClNS in a non-equilibrium geometry, computed with wB97M-V/def2-TZVPD.

Structure (XYZ):
```
13
Properties=species:S:1:pos:R:3:forces:R:3:nbo_charge:R:1
C 1.832 -2.493 -0.263 0.4 -0.2 1.0 -0.465
C 0.864 -1.635 -0.075 -2.1 2.1 0.7 -0.352
C -1.311 0.230 -0.166 -1.3 -4.5 0.6 0.279
C -0.567 2.465 0.123 0.7 -2.9 2.1 -0.431
N -0.422 1.021 -0.132 1.4 0.6 0.0 -0.476
S -0.876 -1.980 0.050 0.1 3.2 -0.6 0.111
Cl -3.008 0.482 -0.043 -0.3 -0.1 -0.1 0.004
H 2.797 -1.955 -0.185 -0.1 -1.5 -0.2 0.223
H 1.541 -3.562 -0.133 1.2 0.8 -0.7 0.217
H 0.973 -0.525 0.134 0.4 -1.4 -0.7 0.237
H 0.257 2.552 0.862 -0.2 1.4 -1.1 0.230
H -1.479 2.557 0.679 -0.7 0.7 0.0 0.197
H -0.601 2.842 -0.851 0.5 1.7 -1.0 0.228
```
Forces are in eV/Å.

Summary:
HOMO-LUMO gap in Ha: 0.305
E_tot in eV: -29089.7544